Entry 1:
{
  "formula": "C5H8N2S",
  "method": "the ωB97M-V functional and the def2-TZVPD basis",
  "symbols": ["C", "C", "C", "C", "C", "H", "H", "H", "H", "H", "H", "H", "H", "N", "N", "S"],
  "coordinates": [[2.7495, 1.5624, -0.3530], [1.5161, 0.7881, -0.2528], [0.3647, 1.0424, 0.4755], [-0.1798, -0.9601, -0.5496], [1.2674, -0.5607, -0.9588], [2.9742, 1.8896, -1.4007], [2.7194, 2.5235, 0.3095], [3.6720, 1.0135, -0.0235], [0.1423, 1.9271, 1.0680], [-2.3833, -1.1639, 0.4635], [-0.3570, -2.6186, -1.4241], [1.3365, -0.4187, -2.0113], [2.0105, -1.3449, -0.6789], [-0.5994, 0.0375, 0.3278], [-0.8891, -1.9681, -0.8420], [-2.1252, 0.0296, 1.0706]],
  "relative_energy_kj_mol": 145.7,
  "spin_multiplicity": 1,
  "smiles": "[H]/N=C1\\CC(C)=CN1S",
  "orbital_gap_ev": 8.27,
  "energy_ev": -19128.912
}

=====

Entry 2:
{
  "formula": "C3H3NO2",
  "method": "the ωB97M-V functional and the def2-TZVPD basis",
  "symbols": ["O", "C", "C", "O", "C", "N", "H", "H", "H"],
  "coordinates": [[0.3519, 0.7321, -1.4233], [0.1110, 0.5261, -0.2404], [-0.1827, -0.8917, 0.1797], [-0.1414, -1.5683, -1.0082], [0.1447, 1.5535, 0.7663], [0.1258, 2.2927, 1.6564], [0.0939, -0.6622, -1.6624], [-1.1062, -0.9169, 0.7826], [0.5301, -1.1176, 1.0128]],
  "relative_energy_kj_mol": 245.0,
  "spin_multiplicity": 1,
  "smiles": "N#CC(=O)CO",
  "orbital_gap_ev": 9.46,
  "energy_ev": -8742.592
}

=====

Entry 3:
{
  "formula": "C33H27BF4IIrN2O5PS2",
  "method": "the ωB97M-V functional and the def2-TZVPD basis",
  "symbols": ["Ir", "C", "C", "N", "C", "C", "C", "O", "C", "C", "N", "C", "C", "C", "C", "C", "C", "I", "C", "O", "H", "H", "H", "H", "H", "H", "H", "H", "H", "H", "H", "H", "O", "C", "C", "C", "C", "C", "C", "C", "O", "O", "H", "H", "H", "H", "H", "F", "B", "F", "F", "F", "S", "P", "S", "C", "C", "C", "C", "C", "C", "C", "C", "C", "C", "C", "C", "H", "H", "H", "H", "H", "H", "H", "H", "H", "H"],
  "coordinates": [[-0.0430, 0.6648, 0.6278], [3.2875, -2.3230, 0.8557], [2.0568, -2.9736, 0.3310], [1.9909, -4.2726, 0.2009], [0.8636, -4.8518, -0.2561], [-0.2940, -4.1640, -0.4925], [-1.5160, -4.9065, -0.9517], [-1.8992, -4.4421, -2.2481], [-0.2780, -2.7516, -0.3663], [-1.4754, -2.0022, -0.5364], [-1.6171, -0.7165, -0.4570], [-2.8499, -0.1659, -0.8258], [-3.5537, -0.6683, -1.9294], [-4.7557, -0.1124, -2.3270], [-5.2984, 0.9582, -1.6325], [-4.6116, 1.4800, -0.5464], [-3.4027, 0.9307, -0.1576], [-2.3868, 1.6265, 1.5638], [0.9520, -2.1196, -0.0460], [1.1299, -0.8449, -0.0779], [3.9659, -3.0660, 1.2670], [3.0412, -1.5686, 1.6043], [3.7881, -1.7829, 0.0491], [0.9103, -5.9251, -0.4078], [-2.3461, -4.7627, -0.2463], [-1.2887, -5.9760, -0.9732], [-2.4957, -5.0830, -2.6438], [-2.3797, -2.5890, -0.6967], [-3.1269, -1.4962, -2.4823], [-5.2647, -0.5175, -3.1922], [-6.2420, 1.3954, -1.9309], [-5.0106, 2.3188, 0.0094], [-1.1441, 1.7110, 6.4063], [-0.3897, 0.6029, 6.4146], [-0.0728, 0.0313, 7.6489], [0.6830, -1.1219, 7.7131], [1.1552, -1.7260, 6.5519], [0.8604, -1.1568, 5.3277], [0.0872, -0.0013, 5.2390], [-0.2521, 0.5598, 3.8872], [-0.8353, 1.6848, 3.8559], [0.0448, -0.1459, 2.8866], [-1.2019, 1.9861, 5.4588], [-0.4360, 0.5241, 8.5419], [0.9092, -1.5508, 8.6819], [1.7406, -2.6343, 6.6078], [1.2231, -1.5886, 4.4047], [4.7062, 0.6073, 0.6480], [4.4201, 0.8577, -0.7016], [3.0793, 1.3622, -0.7924], [4.5119, -0.3200, -1.4565], [5.3017, 1.8224, -1.2138], [1.3422, 2.4707, 1.6558], [1.2894, 3.2857, -0.1954], [0.2403, 2.1855, -1.5195], [2.8923, 4.0551, -0.5942], [3.9012, 4.0502, 0.3581], [5.0658, 4.7620, 0.1198], [5.2099, 5.4863, -1.0525], [4.2008, 5.4792, -2.0045], [3.0382, 4.7604, -1.7804], [0.3182, 4.8531, -0.0223], [-0.9240, 5.0277, -0.6193], [-1.5830, 6.2465, -0.5214], [-1.0069, 7.2956, 0.1759], [0.2209, 7.1176, 0.7987], [0.8781, 5.9029, 0.7042], [3.7880, 3.4690, 1.2630], [5.8656, 4.7320, 0.8480], [6.1158, 6.0512, -1.2338], [4.3198, 6.0324, -2.9278], [2.2508, 4.7369, -2.5249], [-1.3668, 4.2094, -1.1701], [-2.5448, 6.3762, -1.0022], [-1.5139, 8.2506, 0.2382], [0.6736, 7.9321, 1.3501], [1.8348, 5.7684, 1.1929]],
  "spin_multiplicity": 5,
  "s2": 6.0195,
  "orbital_gap_ev": [6.69, 6.38],
  "energy_ev": -101330.851,
  "total_charge": -1
}

=====

Entry 4:
{
  "formula": "C20H21InN3O2S5",
  "method": "the ωB97M-V functional and the def2-TZVPD basis",
  "symbols": ["In", "S", "C", "S", "S", "O", "C", "C", "C", "C", "C", "C", "C", "O", "N", "N", "C", "S", "C", "C", "S", "H", "H", "H", "H", "H", "H", "H", "H", "H", "C", "N", "C", "C", "C", "C", "C", "C", "C", "C", "H", "H", "H", "H", "H", "H", "H", "H", "H", "H", "H", "H"],
  "coordinates": [[-12.5569, -5.1407, 14.3036], [-9.6263, -3.1951, 17.2540], [-10.6748, -3.8928, 16.1596], [-10.8313, -5.6018, 16.1455], [-11.6504, -2.9419, 15.0443], [-14.7805, -5.9335, 10.5149], [-13.7642, -6.3593, 9.7288], [-14.1355, -6.8054, 8.4373], [-13.1713, -7.1543, 7.5352], [-11.8012, -6.9906, 7.8002], [-11.4575, -6.5344, 9.0695], [-12.4186, -6.2585, 10.0677], [-12.0158, -5.9093, 11.4702], [-12.9225, -5.9013, 12.3849], [-10.7612, -5.6642, 11.6266], [-10.3572, -5.3539, 12.9090], [-9.1287, -4.9737, 12.9366], [-8.2534, -4.9263, 11.3799], [-6.6792, -4.3010, 12.0762], [-7.0123, -3.5532, 13.3637], [-8.1891, -4.5604, 14.2949], [-14.4305, -5.7756, 11.4391], [-15.1959, -6.9509, 8.2235], [-13.4499, -7.6158, 6.5902], [-11.0631, -7.2243, 7.0327], [-10.4238, -6.5031, 9.3426], [-6.1939, -3.6203, 11.3253], [-6.0142, -5.1306, 12.2476], [-7.4471, -2.6005, 13.1227], [-6.1646, -3.3408, 14.0507], [-14.2493, -5.6314, 18.4020], [-14.9845, -4.3784, 18.2129], [-14.6640, -3.3524, 19.1706], [-14.8598, -3.8651, 16.8492], [-15.4466, -4.7838, 15.8417], [-16.8109, -5.0621, 16.0107], [-17.4605, -5.9896, 15.2386], [-16.7636, -6.6482, 14.2255], [-15.3982, -6.4210, 14.0993], [-14.7361, -5.4397, 14.8483], [-14.4076, -6.0015, 19.4525], [-13.1679, -5.5225, 18.1727], [-14.6797, -6.4013, 17.7758], [-14.9620, -3.7077, 20.1473], [-15.1544, -2.4402, 18.8734], [-13.5819, -3.1318, 19.1950], [-13.7832, -3.6451, 16.6063], [-15.4090, -2.9036, 16.7556], [-17.2830, -4.5639, 16.8486], [-18.5257, -6.2554, 15.3844], [-17.3088, -7.4120, 13.6482], [-14.9057, -6.9069, 13.2550]],
  "relative_energy_kj_mol": 0.0,
  "spin_multiplicity": 1,
  "orbital_gap_ev": 7.03,
  "energy_ev": -88998.766,
  "total_charge": -1
}

=====

Entry 5:
{
  "formula": "C34H53GaN4O4P2S",
  "method": "the ωB97M-V functional and the def2-TZVPD basis",
  "symbols": ["Ga", "C", "C", "C", "P", "C", "C", "C", "C", "C", "C", "C", "C", "C", "C", "N", "C", "C", "C", "C", "C", "C", "C", "P", "C", "C", "C", "C", "C", "C", "H", "H", "H", "H", "H", "H", "H", "H", "H", "H", "H", "H", "H", "H", "H", "H", "H", "H", "H", "H", "H", "H", "H", "H", "H", "H", "H", "H", "H", "H", "H", "H", "H", "H", "H", "H", "H", "H", "H", "H", "C", "C", "S", "O", "O", "C", "C", "N", "C", "N", "C", "C", "N", "O", "O", "C", "H", "H", "H", "H", "H", "H", "H", "H", "H", "H", "H", "H", "H"],
  "coordinates": [[11.5228, 10.1162, 8.2490], [6.9724, 7.9962, 7.4335], [8.4808, 8.0249, 7.5635], [9.2111, 7.6476, 6.2855], [9.1559, 9.6127, 8.2093], [8.1689, 11.1158, 7.6452], [6.6816, 11.3192, 7.9812], [8.4701, 11.2411, 6.1568], [9.0149, 9.4576, 10.0224], [7.7961, 9.5383, 10.6851], [7.6783, 9.5457, 12.0614], [6.3648, 9.7703, 12.7331], [8.8571, 9.4531, 12.8104], [10.0819, 9.3536, 12.1931], [10.2216, 9.3229, 10.7812], [11.4346, 9.2410, 10.1009], [12.4886, 8.4207, 10.4472], [12.4698, 7.6270, 11.6286], [13.6147, 7.0281, 12.0694], [14.8188, 7.1440, 11.3809], [16.0856, 6.5451, 11.8788], [14.8121, 7.7967, 10.1490], [13.6713, 8.4257, 9.6551], [13.6920, 9.2277, 8.0357], [13.7039, 7.7966, 6.8372], [13.6562, 8.3607, 5.4268], [14.7868, 6.7631, 7.0311], [15.1659, 10.3597, 7.8632], [16.4573, 9.7889, 7.2637], [15.4502, 11.0194, 9.2092], [6.6757, 6.9762, 7.0694], [6.5509, 8.6839, 6.6564], [6.4579, 8.1621, 8.4124], [8.8042, 7.3084, 8.3709], [9.1409, 8.4178, 5.4843], [8.8275, 6.7067, 5.8496], [10.2808, 7.4687, 6.4530], [8.7452, 11.8886, 8.2006], [6.0447, 10.5765, 7.4755], [6.4221, 12.3371, 7.5810], [6.5562, 11.3001, 9.0674], [7.9550, 10.4283, 5.6060], [9.5498, 11.1402, 5.9144], [8.0601, 12.2114, 5.7910], [6.8887, 9.5245, 10.0731], [5.6905, 10.3865, 12.1040], [6.5018, 10.2923, 13.7147], [5.8704, 8.8018, 12.9290], [8.8198, 9.4553, 13.8737], [10.9804, 9.3941, 12.7910], [11.5225, 7.4849, 12.1210], [13.5839, 6.4679, 12.9708], [16.0003, 6.3858, 12.9769], [16.9393, 7.1923, 11.6301], [16.3117, 5.5562, 11.4318], [15.7229, 7.8548, 9.5749], [12.7153, 7.3404, 6.9982], [14.4862, 9.0573, 5.1592], [12.6765, 8.8981, 5.3000], [13.6198, 7.5444, 4.6782], [15.7395, 7.1313, 7.3757], [14.9940, 6.2814, 6.0575], [14.5008, 5.9868, 7.7901], [14.8273, 11.1275, 7.1686], [16.9226, 9.0238, 7.9350], [17.2041, 10.6210, 7.2034], [16.3333, 9.3220, 6.2652], [15.7892, 10.2725, 9.9590], [14.4974, 11.4609, 9.6198], [16.2371, 11.8011, 9.0750], [7.4967, 15.7150, 13.8132], [7.2445, 15.1338, 12.4465], [8.7098, 14.3148, 11.7278], [9.5584, 13.8197, 12.8048], [8.3217, 13.3337, 10.7321], [9.6396, 15.6171, 10.7644], [11.0682, 15.3851, 10.1549], [11.1503, 14.1940, 9.2644], [11.6434, 12.9544, 9.5456], [11.7815, 12.1968, 8.4259], [11.4054, 13.0336, 7.3918], [11.0085, 14.2581, 7.8382], [10.6227, 15.3484, 7.0838], [10.4514, 16.4917, 7.5758], [10.4590, 15.0581, 5.8748], [12.0164, 12.5075, 10.8732], [6.5652, 15.7707, 14.3977], [7.9455, 16.7298, 13.7820], [8.1449, 15.0444, 14.3991], [6.9162, 15.9415, 11.7361], [6.4601, 14.3445, 12.4953], [9.7795, 16.4091, 11.5004], [8.8898, 15.9076, 10.0083], [11.7374, 15.2791, 11.0183], [11.3291, 16.2571, 9.5184], [11.3614, 12.6926, 6.3838], [12.7388, 13.2249, 11.2869], [12.4262, 11.4814, 10.8788], [11.1033, 12.5830, 11.5262]],
  "relative_energy_kj_mol": 0.0,
  "spin_multiplicity": 1,
  "orbital_gap_ev": 6.00,
  "energy_ev": -132042.113,
  "total_charge": 2
}

=====

Entry 6:
{
  "formula": "C2H4N2O2",
  "method": "the ωB97M-V functional and the def2-TZVPD basis",
  "symbols": ["N", "C", "O", "N", "C", "O", "H", "H", "H", "H"],
  "coordinates": [[-1.4164, 0.7376, 0.8443], [-0.3112, -0.0708, 0.6931], [0.0196, -0.9474, 1.4622], [0.4316, 0.2439, -0.4483], [1.3704, -0.6265, -0.9700], [2.1412, -0.3175, -1.8463], [-2.0030, 0.4711, 1.6219], [-1.9289, 0.9615, 0.0026], [0.3930, 1.1777, -0.8377], [1.3037, -1.6294, -0.5219]],
  "relative_energy_kj_mol": 23.2,
  "spin_multiplicity": 1,
  "smiles": "NC(=O)NC=O",
  "orbital_gap_ev": 10.97,
  "energy_ev": -9214.982
}